(1)
{
  "formula": "C67H138F24N11O19S8",
  "method": "ωB97M-V/def2-TZVPD",
  "homo_energy_ha": -0.4464,
  "gap_ev": 6.8932,
  "charge": 3,
  "e_lumo_ev": -5.25,
  "species": ["C", "C", "C", "N", "C", "C", "C", "C", "C", "H", "H", "H", "H", "H", "H", "H", "H", "H", "H", "H", "H", "H", "H", "H", "H", "H", "H", "C", "C", "C", "C", "N", "C", "C", "C", "C", "C", "H", "H", "H", "H", "H", "H", "H", "H", "H", "H", "H", "H", "H", "H", "H", "H", "H", "H", "H", "H", "C", "C", "C", "C", "N", "C", "C", "C", "C", "C", "H", "H", "H", "H", "H", "H", "H", "H", "H", "H", "H", "H", "H", "H", "H", "H", "H", "H", "H", "H", "C", "C", "C", "C", "N", "C", "C", "C", "C", "C", "H", "H", "H", "H", "H", "H", "H", "H", "H", "H", "H", "H", "H", "H", "H", "H", "H", "H", "H", "H", "C", "C", "N", "C", "C", "C", "C", "C", "O", "C", "H", "H", "H", "H", "H", "H", "H", "H", "H", "H", "H", "H", "H", "H", "H", "H", "H", "H", "H", "H", "C", "C", "N", "C", "C", "C", "C", "C", "O", "C", "H", "H", "H", "H", "H", "H", "H", "H", "H", "H", "H", "H", "H", "H", "H", "H", "H", "H", "H", "H", "C", "C", "N", "C", "C", "C", "C", "C", "O", "C", "H", "H", "H", "H", "H", "H", "H", "H", "H", "H", "H", "H", "H", "H", "H", "H", "H", "H", "H", "H", "C", "F", "F", "F", "S", "O", "O", "N", "S", "O", "O", "C", "F", "F", "F", "C", "F", "F", "F", "S", "O", "O", "N", "S", "O", "O", "C", "F", "F", "F", "C", "F", "F", "F", "S", "O", "O", "N", "S", "O", "O", "C", "F", "F", "F", "C", "F", "F", "F", "S", "O", "O", "N", "S", "O", "O", "C", "F", "F", "F"],
  "coordinates": [[-2.125, -2.054, -9.771], [-1.754, -1.952, -8.276], [-2.913, -2.306, -7.391], [-2.570, -2.815, -5.928], [-1.798, -1.829, -5.026], [-3.956, -3.332, -5.341], [-3.522, -4.399, -4.342], [-2.264, -5.014, -4.905], [-1.672, -4.074, -5.923], [-3.125, -1.661, -9.957], [-2.191, -3.091, -10.102], [-1.437, -1.478, -10.389], [-1.504, -0.922, -8.021], [-0.868, -2.567, -8.120], [-3.505, -3.138, -7.774], [-3.631, -1.496, -7.260], [-1.521, -2.367, -4.119], [-2.457, -0.992, -4.799], [-0.901, -1.515, -5.561], [-4.640, -2.486, -5.270], [-4.291, -3.966, -6.162], [-3.336, -4.024, -3.335], [-4.294, -5.168, -4.321], [-1.496, -5.270, -4.175], [-2.468, -6.010, -5.297], [-0.653, -3.800, -5.648], [-1.694, -4.455, -6.944], [-3.790, 6.435, 6.918], [-4.837, 5.357, 6.651], [-4.259, 3.966, 6.342], [-3.521, 3.442, 7.651], [-2.833, 2.015, 7.504], [-1.691, 2.090, 6.472], [-1.985, 1.077, 5.339], [-3.485, 0.815, 5.396], [-3.815, 0.989, 6.854], [-2.247, 1.551, 8.864], [-4.092, 7.402, 6.515], [-2.884, 6.118, 6.403], [-3.667, 6.687, 7.971], [-5.442, 5.602, 5.777], [-5.509, 5.363, 7.509], [-3.613, 3.957, 5.464], [-5.044, 3.247, 6.107], [-4.180, 3.457, 8.520], [-2.789, 4.131, 8.073], [-0.702, 1.933, 6.902], [-1.718, 3.133, 6.156], [-1.411, 0.165, 5.507], [-1.654, 1.441, 4.367], [-3.705, -0.229, 5.171], [-4.108, 1.456, 4.772], [-3.720, 0.015, 7.335], [-4.826, 1.249, 7.167], [-1.969, 0.522, 8.640], [-3.108, 1.569, 9.533], [-1.489, 2.274, 9.167], [5.372, -2.267, 1.744], [4.107, -2.613, 0.953], [3.785, -4.122, 1.002], [2.447, -4.311, 0.274], [1.938, -5.804, 0.122], [2.038, -6.636, 1.416], [0.868, -7.593, 1.396], [-0.083, -7.171, 0.343], [0.415, -5.836, -0.127], [2.683, -6.610, -0.959], [5.530, -1.193, 1.651], [6.286, -2.619, 1.266], [5.419, -2.643, 2.766], [4.222, -2.257, -0.071], [3.339, -2.093, 1.525], [3.677, -4.478, 2.026], [4.609, -4.608, 0.479], [2.510, -4.011, -0.772], [1.623, -3.840, 0.810], [2.970, -7.195, 1.506], [1.840, -5.915, 2.209], [1.057, -8.659, 1.271], [0.248, -7.493, 2.288], [-0.106, -7.931, -0.438], [-1.068, -7.042, 0.792], [0.059, -5.438, -1.077], [0.034, -5.156, 0.635], [2.551, -5.964, -1.827], [2.291, -7.622, -1.053], [3.744, -6.655, -0.716], [-3.845, 2.618, 1.826], [-2.643, 1.660, 1.654], [-2.175, 1.184, 0.177], [-0.657, 0.854, 0.299], [-0.041, 0.524, -1.038], [1.437, 0.206, -0.783], [1.886, -0.682, -1.916], [0.644, -1.426, -2.459], [-0.517, -0.841, -1.624], [-0.328, 1.629, -2.143], [-4.631, 2.339, 1.124], [-3.583, 3.667, 1.691], [-4.293, 2.531, 2.816], [-2.840, 0.812, 2.311], [-1.916, 2.328, 2.118], [-2.355, 2.052, -0.457], [-2.696, 0.280, -0.139], [-0.508, -0.030, 0.919], [-0.109, 1.714, 0.683], [1.915, 1.180, -0.686], [1.594, -0.334, 0.151], [2.539, -0.184, -2.632], [2.544, -1.484, -1.580], [0.530, -1.278, -3.532], [0.815, -2.500, -2.385], [-1.472, -0.765, -2.143], [-0.477, -1.534, -0.783], [0.178, 2.508, -1.745], [-1.398, 1.813, -2.248], [0.208, 1.297, -3.032], [1.675, 2.618, 6.034], [3.145, 2.473, 5.795], [3.728, 1.007, 5.580], [2.926, -0.045, 6.387], [3.617, 0.515, 4.097], [2.241, 0.727, 3.435], [5.166, 1.003, 6.197], [6.081, -0.235, 6.019], [5.786, -1.190, 7.007], [6.688, -2.303, 7.029], [1.332, 3.649, 6.125], [1.408, 2.176, 6.994], [1.080, 2.166, 5.241], [3.772, 3.044, 6.481], [3.343, 2.837, 4.787], [1.902, -0.095, 6.017], [2.960, 0.193, 7.450], [3.317, -1.037, 6.160], [3.719, -0.569, 4.142], [4.454, 0.949, 3.550], [2.018, 1.781, 3.273], [1.398, 0.302, 3.980], [2.268, 0.147, 2.512], [4.989, 1.350, 7.215], [5.562, 1.830, 5.606], [7.096, 0.133, 6.164], [6.053, -0.654, 5.013], [6.522, -2.928, 6.151], [6.467, -2.874, 7.930], [7.730, -1.990, 7.093], [5.659, -0.081, -1.799], [6.278, 1.306, -1.939], [6.137, 2.126, -3.301], [6.787, 3.504, -2.881], [7.008, 1.383, -4.321], [6.908, 1.899, -5.746], [4.678, 2.262, -3.803], [3.752, 2.955, -2.854], [3.747, 4.362, -3.097], [2.564, 5.039, -2.570], [4.596, -0.049, -1.562], [6.105, -0.429, -0.867], [5.885, -0.894, -2.488], [7.354, 1.178, -1.819], [5.894, 2.013, -1.204], [6.033, 4.024, -2.288], [6.863, 3.962, -3.867], [7.823, 3.412, -2.555], [6.612, 0.369, -4.267], [8.012, 1.504, -3.915], [6.083, 1.448, -6.298], [7.738, 1.611, -6.391], [6.901, 2.988, -5.800], [4.390, 1.214, -3.890], [4.615, 2.724, -4.788], [4.015, 2.893, -1.798], [2.823, 2.387, -2.914], [2.504, 5.156, -1.488], [1.663, 4.486, -2.837], [2.528, 6.070, -2.923], [-6.467, -3.097, -3.168], [-6.695, -1.554, -3.261], [-7.105, -0.753, -1.934], [-7.280, 0.737, -2.307], [-8.396, -1.330, -1.250], [-9.548, -1.491, -2.228], [-5.948, -0.932, -0.896], [-6.313, -0.587, 0.558], [-7.002, 0.609, 0.752], [-7.548, 0.797, 2.058], [-6.506, -3.578, -4.145], [-7.179, -3.554, -2.481], [-5.465, -3.368, -2.835], [-7.453, -1.414, -4.031], [-5.880, -0.933, -3.634], [-7.561, 1.350, -1.451], [-8.028, 0.836, -3.094], [-6.359, 1.056, -2.795], [-8.606, -0.581, -0.486], [-8.114, -2.215, -0.680], [-10.495, -1.284, -1.728], [-9.568, -2.488, -2.670], [-9.459, -0.848, -3.104], [-5.128, -0.326, -1.279], [-5.621, -1.969, -0.815], [-5.442, -0.482, 1.206], [-6.898, -1.398, 0.990], [-8.140, -0.017, 2.476], [-8.110, 1.731, 2.069], [-6.760, 0.827, 2.811], [2.212, -4.898, -4.742], [1.244, -4.911, -3.833], [2.755, -6.083, -4.769], [1.660, -4.689, -5.915], [3.538, -3.466, -4.581], [3.780, -3.114, -3.177], [4.647, -4.072, -5.293], [2.629, -2.181, -5.259], [3.664, -1.391, -6.104], [4.593, -0.635, -5.274], [4.292, -2.068, -7.293], [2.616, 0.089, -6.733], [1.640, -0.375, -7.477], [2.079, 0.698, -5.699], [3.285, 0.884, -7.609], [6.085, 3.194, 2.175], [6.449, 4.491, 2.460], [6.898, 2.595, 1.306], [5.936, 2.485, 3.290], [4.401, 3.256, 1.285], [4.674, 4.127, 0.169], [4.070, 1.902, 0.848], [3.341, 3.817, 2.486], [2.275, 4.535, 1.714], [2.736, 5.869, 1.342], [1.498, 3.733, 0.697], [0.965, 4.914, 3.124], [-0.047, 5.698, 2.671], [0.434, 3.713, 3.461], [1.619, 5.533, 4.091], [-1.337, 5.304, -0.570], [-1.591, 6.321, 0.272], [-0.035, 5.539, -0.931], [-1.290, 4.219, 0.167], [-2.514, 5.271, -2.109], [-2.448, 3.955, -2.754], [-3.831, 5.471, -1.614], [-1.986, 6.641, -2.971], [-1.752, 6.160, -4.342], [-0.724, 5.117, -4.635], [-3.033, 5.857, -5.028], [-1.129, 7.823, -5.135], [-0.932, 7.762, -6.447], [-2.076, 8.772, -4.906], [-0.012, 8.204, -4.486], [0.724, -2.955, 3.627], [0.723, -4.225, 3.362], [0.918, -2.857, 4.942], [1.648, -2.284, 2.976], [-1.028, -2.200, 3.122], [-1.951, -2.804, 4.112], [-0.846, -0.735, 3.253], [-1.084, -2.676, 1.448], [-2.416, -3.391, 1.295], [-2.359, -4.818, 1.640], [-3.597, -2.667, 1.802], [-2.669, -3.398, -0.653], [-3.090, -2.162, -0.920], [-1.542, -3.518, -1.335], [-3.563, -4.343, -1.159]],
  "forces_ev_per_a": [[-0.6, 0.1, 0.3], [0.2, 0.6, -0.3], [-0.2, -1.0, 1.3], [0.1, 0.0, 0.0], [-1.4, -0.4, -0.8], [2.5, -0.7, -1.6], [-0.7, 0.6, 1.1], [0.7, -1.2, 0.0], [-0.5, 0.6, -1.0], [0.0, 0.3, 0.1], [0.4, 0.0, 0.0], [0.0, -0.3, 0.1], [0.4, 0.0, -0.2], [0.0, -0.1, 0.3], [0.2, -0.1, -0.2], [0.2, 0.2, 0.1], [-0.1, 0.0, 0.0], [0.2, 0.1, 0.0], [-0.1, 0.0, 0.0], [0.2, -0.2, 0.8], [-0.4, 0.4, -0.3], [-0.3, 0.0, -0.2], [-0.1, 0.2, 0.4], [-0.2, 0.4, 0.5], [-0.2, 0.2, -0.6], [-0.2, 0.2, -0.4], [0.1, -0.1, 0.1], [-0.2, 0.3, -0.5], [-0.3, 0.0, -0.3], [0.5, -0.7, 2.1], [0.1, -0.4, -0.7], [0.1, 0.4, -0.3], [-0.4, 0.6, -0.5], [0.3, 0.6, 0.3], [-0.3, -0.1, 0.3], [-0.3, -0.1, 1.8], [-1.9, 0.3, -1.7], [0.0, -0.1, -0.4], [0.4, 0.4, 0.4], [0.4, -0.6, 0.1], [0.0, 0.2, 0.1], [-0.2, -0.5, -0.1], [0.3, 0.3, 0.1], [-0.2, 0.1, 0.1], [-0.7, -0.9, -0.3], [0.7, 0.0, -0.8], [-0.4, -0.1, 0.4], [0.2, -0.2, -0.4], [-0.2, -0.1, 0.1], [0.0, 0.1, 0.1], [0.0, 0.1, -0.4], [0.3, 0.1, -0.1], [0.7, 0.1, 0.4], [0.0, 0.5, -0.5], [0.6, 0.2, 0.6], [0.3, -0.1, 0.3], [0.1, -0.4, 0.0], [0.9, 0.2, -1.0], [0.4, -0.5, 1.6], [-0.6, 0.5, -0.9], [0.0, -2.0, -0.4], [0.3, -1.4, 0.2], [-0.6, 0.5, 0.0], [-0.7, -0.9, 1.2], [-0.7, -0.2, -1.8], [0.2, 1.0, 1.1], [-0.2, 1.8, 0.4], [-0.2, 0.2, 0.7], [0.0, -0.5, -0.2], [-0.4, 0.2, 0.1], [-0.3, 0.0, 0.0], [-0.4, 0.2, -0.7], [0.3, 0.0, 0.0], [-0.1, -0.4, 0.1], [0.0, 0.5, 0.1], [0.1, 0.2, -0.2], [0.2, 0.7, -0.1], [0.6, -0.2, 0.1], [0.6, 0.2, 0.2], [0.8, -0.2, 0.6], [-0.3, 0.2, -0.2], [-0.1, 0.0, -0.5], [0.7, -0.3, -0.2], [0.0, 0.4, -0.1], [0.1, -0.7, -0.4], [-0.3, 0.3, 0.0], [-0.1, 0.1, 0.1], [-0.6, -0.6, -1.1], [-0.3, 0.4, -0.2], [0.5, 0.9, 2.5], [-1.3, 0.3, -0.9], [-0.5, -1.5, -1.3], [-0.2, 1.0, -0.6], [0.9, -0.9, -0.3], [0.2, 1.5, -1.0], [1.2, -0.3, 0.7], [1.6, -0.7, 1.7], [-0.3, 0.3, -0.1], [0.0, -0.1, -0.3], [0.2, -0.1, 0.2], [0.4, -0.2, -0.2], [1.1, -0.8, -0.2], [0.0, -0.3, -0.3], [-0.3, 0.2, 0.0], [0.0, 0.2, 0.1], [0.1, 0.0, 0.0], [0.3, -0.1, 0.0], [-0.8, 0.2, 0.2], [-0.6, 0.2, -0.5], [0.2, 0.2, 0.5], [0.0, 0.4, 0.0], [-0.5, 0.0, 0.5], [0.1, 0.1, 0.4], [-1.0, 0.4, 0.4], [-0.2, 0.2, -0.2], [0.3, -0.2, -0.1], [-0.4, 0.0, -0.1], [-0.6, -0.8, 0.8], [1.0, -0.4, -2.2], [-1.5, -1.7, 1.6], [0.0, 0.5, -0.8], [-0.4, 0.1, 0.8], [0.4, 0.3, 0.4], [-0.7, 0.5, -1.9], [-0.6, 0.5, 0.9], [-0.1, -0.1, 0.0], [-0.4, 0.2, 0.2], [0.6, 0.2, -0.3], [-0.1, -0.2, 0.1], [0.1, 0.0, 0.2], [0.0, -0.5, 0.2], [0.2, 0.7, 0.1], [0.0, 0.5, 0.2], [0.1, -0.1, -0.2], [0.5, 0.2, 0.4], [0.6, 0.1, 0.2], [-0.4, 0.0, 0.0], [0.1, -0.2, -0.5], [0.2, -0.1, 0.3], [0.1, 0.5, -0.2], [0.4, -0.4, 0.0], [0.7, 0.0, 0.3], [0.2, 0.2, 0.0], [-0.3, 0.0, -0.3], [0.1, -0.1, -0.1], [-0.1, 0.1, -0.1], [0.1, 0.2, -0.2], [-0.3, 0.2, 0.8], [-0.4, 0.3, -1.5], [1.0, 0.3, 1.6], [-1.3, -1.0, -2.7], [-0.6, 0.5, 0.1], [0.0, 0.0, -0.5], [1.1, -0.9, 0.9], [0.4, 1.2, 1.1], [-1.3, -0.2, -0.1], [0.1, -0.2, 0.2], [-0.1, 0.1, -0.4], [0.1, -0.1, 0.3], [0.0, 0.5, -0.5], [0.0, 0.4, -0.1], [0.0, -0.4, 0.2], [0.5, 0.0, 0.3], [-0.1, 0.7, 0.2], [-0.4, -0.4, 0.6], [0.5, -0.1, -0.1], [0.0, -0.4, -0.1], [-0.4, 0.3, 0.4], [0.5, -0.2, 0.6], [-0.3, 0.0, 0.0], [-0.1, 0.0, -0.3], [0.5, 0.1, 0.1], [0.3, -0.7, 0.2], [-0.8, 0.7, -0.4], [0.7, -0.5, 0.3], [-0.1, 0.1, -0.5], [0.1, -0.3, -0.6], [0.7, 1.0, 0.7], [-0.5, 0.3, 0.4], [0.1, -1.5, 0.3], [0.1, -0.9, -0.5], [0.6, 1.2, -0.5], [0.3, -0.4, -0.2], [-0.4, 1.0, 0.1], [-0.2, 0.1, 0.9], [-1.2, 0.8, -0.6], [0.7, -0.1, 0.4], [-0.6, 0.3, -0.1], [-0.1, -0.1, -0.2], [0.0, 0.3, 0.4], [-0.5, 0.3, 0.5], [0.5, -0.5, 0.2], [0.3, -0.4, 0.1], [-0.2, -0.3, 0.2], [0.2, 0.1, 0.5], [-0.1, 0.1, -0.2], [0.0, -0.2, -0.5], [0.1, -0.1, -0.1], [-0.1, -0.2, 0.3], [-0.1, 0.4, 0.3], [0.0, 0.0, 0.1], [-0.2, -0.1, -0.6], [0.8, -0.7, -0.5], [-0.1, -0.3, 0.0], [-0.6, -0.4, -0.8], [0.1, -0.2, -0.1], [0.5, 0.5, -0.1], [1.0, 1.4, -0.7], [-0.6, 0.3, 1.0], [0.8, -0.6, 0.5], [-0.7, 0.1, -0.9], [-0.1, -0.1, 0.9], [-0.8, -0.8, -1.0], [-1.5, 1.0, 0.5], [0.7, -3.1, 1.1], [3.6, 1.9, -4.4], [0.1, -0.3, 0.2], [-2.3, 1.7, 3.1], [0.8, -1.6, -1.6], [-1.7, -0.9, -0.5], [0.2, 1.1, 0.4], [0.2, -0.2, 2.0], [-1.9, 2.0, -0.8], [0.0, -2.6, -0.4], [0.1, 0.5, 1.0], [0.9, 0.0, 0.3], [0.0, -0.5, -0.5], [-0.1, 0.2, 0.8], [0.4, 0.3, 1.3], [4.4, -3.6, 0.0], [-5.6, 4.3, -3.4], [-1.1, -1.4, 0.0], [1.9, 1.2, 2.4], [0.7, 0.0, -3.0], [1.2, -0.9, 0.7], [-0.1, 0.6, 0.9], [-0.7, -0.5, 0.6], [2.4, 2.4, -0.2], [-1.0, -0.3, -0.6], [-1.1, -0.5, -0.7], [-0.9, -1.4, 0.0], [-0.7, 0.1, -0.9], [1.6, 1.0, 1.0], [-0.3, 1.0, 1.2], [-0.6, -1.7, 7.1], [0.2, -2.9, -9.5], [-0.9, 2.3, 1.0], [1.8, 0.7, 0.7], [-1.0, 0.1, 1.2], [0.2, -0.3, 0.7], [0.7, -0.7, -0.2], [-0.3, -0.2, -0.7], [-2.5, 1.1, 0.5], [0.4, -1.2, -0.9], [0.0, 0.7, -0.2], [0.7, -0.1, -0.2], [0.4, 1.1, 2.0], [1.8, 0.8, -2.6], [0.0, -2.5, -0.9], [2.0, 2.1, 3.0], [-5.1, -3.9, 0.0], [0.1, 1.6, -0.8], [1.7, -0.7, -1.3], [-0.5, -0.2, 1.0], [-1.0, 0.1, -0.5], [0.6, -0.9, -0.3], [1.3, 1.7, 1.3]]
}



(2)
{
  "formula": "C6H12FNSi",
  "method": "ωB97M-V/def2-TZVPD",
  "homo_energy_ha": -0.3263,
  "gap_ev": 9.3429,
  "charge": 0,
  "e_lumo_ev": 0.46,
  "smiles": "N=C=C(F)[SiH3].C=C(C)C",
  "species": ["N", "C", "C", "F", "Si", "H", "H", "H", "H", "C", "C", "C", "C", "H", "H", "H", "H", "H", "H", "H", "H"],
  "coordinates": [[0.145, -2.458, 1.663], [0.350, -1.249, 1.550], [0.889, -0.102, 1.775], [0.233, 0.949, 2.428], [2.568, 0.527, 1.079], [-0.283, -2.971, 0.908], [4.055, 0.209, 1.497], [2.511, -0.117, -0.235], [2.277, 1.935, 1.210], [-0.216, 1.470, -1.199], [-0.981, 0.396, -0.999], [-0.845, -0.787, -1.889], [-1.996, 0.475, 0.125], [-0.181, 2.424, -0.558], [0.620, 1.465, -1.994], [-1.411, -1.671, -1.757], [0.294, -1.158, -1.936], [-1.016, -0.602, -2.910], [-1.798, 1.200, 0.771], [-2.154, -0.437, 0.711], [-3.059, 0.503, -0.243]],
  "forces_ev_per_a": [[0.1, 0.5, -0.1], [-0.3, -2.1, 0.9], [1.7, 2.7, 0.7], [-0.1, -1.0, -0.5], [0.2, -1.2, -0.1], [-0.3, 0.1, -0.4], [-1.6, 0.2, 0.3], [0.2, 0.3, -0.5], [0.2, 0.6, -0.3], [2.1, 1.3, -0.4], [-0.4, 1.1, 0.8], [3.6, -1.1, -0.1], [-2.3, -4.1, -3.0], [-0.5, -1.8, -0.9], [-1.5, -0.1, 1.2], [-0.8, -0.7, 1.1], [-2.3, 0.8, 0.4], [-0.3, 0.9, -1.4], [0.7, 3.3, 2.5], [0.9, -0.3, 0.0], [0.9, 0.7, -0.1]]
}